Entry 1:
ORCA calculation (ωB97M-V/def2-TZVPD) on a molecular structure, C44H53F3N10S2Ti in a non-equilibrium geometry.

Cartesian coordinates (Å):
1 Ti 0.099445 -0.520791 0.465170
2 C -1.305685 1.271064 4.104080
3 C -0.949851 0.335105 2.991933
4 N -0.312901 0.742211 1.871310
5 N -0.075297 2.083335 1.627273
6 C 0.791512 2.743502 2.331313
7 N 0.840301 4.097948 2.003936
8 S 1.912045 2.198962 3.533404
9 C -1.305972 -1.019554 3.008816
10 C -1.777599 -1.692755 4.164066
11 C -2.064350 -3.021988 4.116373
12 C -1.869649 -3.723603 2.889976
13 C -1.424370 -3.033367 1.803910
14 N -1.155206 -1.703250 1.798594
15 H -0.471038 1.420168 4.792463
16 H -1.539924 2.251475 3.683123
17 H -2.180588 0.911628 4.648041
18 H 0.007796 4.441154 1.549350
19 H 1.221273 4.672699 2.735703
20 H -1.861733 -1.144735 5.093245
21 H -2.407000 -3.542060 5.003280
22 H -2.056898 -4.785693 2.805546
23 H -1.260247 -3.556839 0.870520
24 C -1.973721 2.515725 -4.287546
25 C -1.882429 2.760516 -2.778709
26 C -1.965076 4.259949 -2.464276
27 C -2.956163 1.998045 -2.010156
28 C -4.266692 2.375740 -2.298118
29 C -5.353981 1.924564 -1.574539
30 C -5.090773 1.102813 -0.491027
31 C -3.808759 0.676533 -0.178834
32 C -3.649421 -0.153783 1.075433
33 C -4.458751 -1.455731 1.047314
34 C -4.007656 0.656198 2.324722
35 C -2.689304 1.041869 -0.981882
36 N -1.431474 0.504382 -0.739430
37 C -0.566322 0.422798 -1.818416
38 C 0.787664 0.389265 -1.725749
39 N 1.531365 0.494006 -0.533805
40 C 2.815249 1.072805 -0.706275
41 C 2.961586 2.333677 -1.338191
42 C 4.228563 2.834985 -1.624009
43 C 5.380556 2.174226 -1.242234
44 C 5.241735 0.985520 -0.550961
45 C 3.997947 0.421566 -0.288936
46 C 3.978979 -0.890026 0.466413
47 C 4.903624 -1.950617 -0.132848
48 C 4.320751 -0.655746 1.940881
49 C 1.791729 3.248619 -1.666308
50 C 1.975052 4.636986 -1.041060
51 C 1.615931 3.393344 -3.178836
52 H -1.208904 3.078855 -4.827182
53 H -2.951275 2.820597 -4.672799
54 H -1.841074 1.456583 -4.517957
55 H -0.908743 2.424974 -2.439152
56 H -2.872393 4.709537 -2.877580
57 H -1.106453 4.792586 -2.883444
58 H -1.971338 4.418538 -1.383793
59 H -4.434784 3.079789 -3.106401
60 H -6.362850 2.237070 -1.817860
61 H -5.911671 0.775240 0.140128
62 H -2.600559 -0.407954 1.150584
63 H -5.524151 -1.255931 1.206530
64 H -4.117416 -2.130808 1.837654
65 H -4.361414 -1.973635 0.090888
66 H -5.063838 0.945764 2.315555
67 H -3.404103 1.564729 2.380212
68 H -3.821420 0.065342 3.226972
69 H -0.994850 0.258033 -2.809271
70 H 1.350201 0.224738 -2.640236
71 H 4.309986 3.788311 -2.134808
72 H 6.360383 2.581860 -1.464093
73 H 6.129389 0.458874 -0.217051
74 H 2.967031 -1.268043 0.385246
75 H 5.958289 -1.682622 -0.013671
76 H 4.699340 -2.096401 -1.193804
77 H 4.745058 -2.907090 0.376077
78 H 5.343781 -0.274736 2.034208
79 H 4.252085 -1.589690 2.509425
80 H 3.648972 0.077288 2.393216
81 H 0.892652 2.815442 -1.225981
82 H 2.784282 5.191694 -1.526427
83 H 2.190053 4.554083 0.022828
84 H 1.055972 5.220752 -1.158464
85 H 2.543915 3.757080 -3.631297
86 H 0.828578 4.112045 -3.412479
87 H 1.363057 2.440144 -3.646192
88 F -0.139611 -5.965562 -4.147558
89 C 0.620372 -4.872884 -3.828335
90 F 0.911754 -4.297319 -5.020609
91 F 1.754648 -5.370375 -3.353144
92 C -0.142406 -3.946615 -2.919115
93 C -1.511371 -3.954966 -3.081865
94 C -2.312272 -3.169459 -2.268010
95 C -1.674672 -2.424450 -1.303337
96 N -0.348576 -2.337254 -1.154367
97 C 0.480795 -3.054452 -1.986308
98 S 2.159898 -2.814395 -1.903650
99 H -1.955433 -4.600722 -3.827292
100 H -3.389536 -3.152484 -2.357563
101 H -2.255732 -1.830780 -0.611208
102 N 2.157483 -5.204354 2.043405
103 C 1.982342 -3.860224 2.382429
104 C 1.516623 -2.962747 1.434090
105 N 1.325255 -1.666658 1.708258
106 C 1.659077 -1.275337 2.955473
107 C 2.118658 -2.192949 3.879930
108 N 2.276053 -3.491390 3.628125
109 H 2.323257 -5.353229 1.058470
110 H 2.847776 -5.651080 2.627442
111 H 1.370317 -3.280023 0.411341
112 H 1.602290 -0.219845 3.191179
113 H 2.373002 -1.856351 4.878552

Cartesian forces (eV/Å) of the 3 atoms listed first:
Ti -1.408 1.053 -1.606
C 0.083 0.111 -0.006
C -0.447 -0.767 0.725

Summary:
Energy relative to the best compared isomer or geometry (same formula, charge and spin) in eV: 0.813
Orbital gap (spin up / spin down) in Ha: 0.177 / 0.176
Total charge: -2
HOMO (spin up / spin down) in hartree: -0.0174 / -0.0165
Max |F| in eV/A: 2.38
LUMO level (spin up / spin down) in eV: 4.35 / 4.35

Entry 2:
ORCA calculation (ωB97M-V/def2-TZVPD) on a molecular structure, C44H54BFeN9 in a non-equilibrium geometry.

Cartesian coordinates (Å):
1 Fe 0.234147 -0.583413 0.328889
2 C -5.139583 0.299936 -0.544179
3 C -4.503809 -1.005816 -0.292020
4 C -4.977034 -2.187052 0.459661
5 C -3.943428 -3.111549 0.317151
6 C -3.888422 -4.497005 0.872814
7 N -2.989573 -2.607023 -0.482317
8 N -3.327251 -1.256842 -0.748878
9 B -1.641979 -3.178973 -1.066219
10 N -0.539126 -2.988266 1.352015
11 N -0.932571 -1.611976 1.457290
12 C -1.076670 -1.334001 2.773013
13 C -1.737314 -0.049231 3.166140
14 C -0.843673 -2.534681 3.470827
15 C -0.598434 -3.573139 2.540566
16 C -0.318802 -5.027532 2.768239
17 N -1.061769 -2.016344 -2.024313
18 N 0.144218 -1.349953 -1.716217
19 C 0.556735 -0.705530 -2.808808
20 C 1.968147 -0.283028 -3.010609
21 C -0.508874 -0.663082 -3.724469
22 C -1.486636 -1.609978 -3.267773
23 C -2.764776 -2.005010 -4.059571
24 H -6.150375 0.297750 -0.015627
25 H -5.274865 0.443418 -1.643398
26 H -4.559199 1.158339 -0.183557
27 H -5.835306 -2.307248 1.172304
28 H -4.658032 -4.496798 1.665305
29 H -2.868685 -4.682975 1.310889
30 H -4.106693 -5.220703 0.065319
31 H -2.330209 -5.295545 -0.872813
32 H -2.456485 -0.208601 3.994755
33 H -2.212535 0.410304 2.262383
34 H -0.962931 0.747394 3.417078
35 H -0.851049 -2.708493 4.521677
36 H 0.483670 -5.403480 2.105453
37 H -1.228782 -5.677903 2.539335
38 H -0.063817 -5.189813 3.828416
39 H 1.968889 0.813326 -3.062828
40 H 2.182833 -0.719067 -3.982838
41 H 2.698478 -0.680338 -2.313800
42 H -0.439841 -0.228969 -4.694780
43 H -2.856501 -1.280025 -4.845791
44 H -3.568498 -1.863967 -3.286392
45 H -2.727149 -2.985839 -4.475115
46 C 4.502239 -2.267287 -0.325647
47 C 4.422378 -3.663267 -0.454740
48 C 3.247517 -4.330169 -0.089286
49 C 2.052753 -3.536074 0.018197
50 N 2.120897 -2.221464 0.204863
51 C 3.321576 -1.623664 -0.038771
52 C 0.722209 -4.230687 -0.239970
53 C 0.852498 -5.357802 -1.090977
54 C 0.168653 -5.732268 -2.210088
55 C -1.074001 -5.254311 -2.580066
56 C -2.017607 -4.571048 -1.698571
57 C -0.489393 -3.521751 0.059403
58 H 5.460955 -1.715419 -0.413182
59 H 5.328190 -4.269633 -0.612988
60 H 3.124977 -5.388805 -0.145035
61 H 3.259935 -0.546430 0.085046
62 H 1.702277 -6.005803 -0.921232
63 H 0.569383 -6.562258 -2.788560
64 H -1.427715 -5.452862 -3.588493
65 H -2.933628 -4.416214 -2.239110
66 C -1.102028 6.420598 -1.173521
67 C -1.095089 5.273031 -2.142474
68 C 0.061398 5.466962 -3.101845
69 C -2.376753 5.220476 -2.937039
70 C -0.873402 3.894383 -1.455548
71 C -1.782202 2.830225 -1.638664
72 C -1.521859 1.605659 -1.098696
73 N -0.435928 1.363842 -0.341827
74 C 0.427670 2.351583 -0.155552
75 C 0.297161 3.644411 -0.745451
76 C 1.363330 2.142931 0.912538
77 C 2.083496 3.150755 1.574064
78 C 2.854525 2.848050 2.752168
79 C 2.893720 1.454607 3.069738
80 C 2.180672 0.542757 2.358531
81 N 1.379474 0.818362 1.339529
82 C 3.765128 3.881573 3.445023
83 C 3.651647 5.199141 2.777094
84 C 3.491140 4.030783 4.916943
85 C 5.217623 3.369651 3.222931
86 H -1.445243 7.410728 -1.602983
87 H -0.072761 6.536729 -0.777545
88 H -1.737435 6.285683 -0.286547
89 H -0.063979 6.437919 -3.624230
90 H 0.116307 4.585621 -3.829790
91 H 1.057640 5.556046 -2.571936
92 H -2.444070 6.048037 -3.606379
93 H -3.337017 5.230555 -2.419245
94 H -2.454710 4.337298 -3.604964
95 H -2.679285 2.945773 -2.241153
96 H -2.107228 0.689641 -1.296124
97 H 1.165969 4.268153 -0.858799
98 H 1.982074 4.191234 1.185328
99 H 3.552869 1.197122 3.885473
100 H 2.332970 -0.458137 2.666262
101 H 2.705583 5.713914 2.764472
102 H 3.824274 5.076935 1.730992
103 H 4.379728 5.963399 3.115697
104 H 2.476019 4.414422 5.131815
105 H 4.236794 4.784364 5.319994
106 H 3.726106 3.093962 5.532531
107 H 5.403485 3.149330 2.168926
108 H 5.314297 2.437844 3.856458
109 H 5.867393 4.219555 3.585820

Cartesian forces (eV/Å) of the 3 atoms listed first:
Fe 0.778 -0.062 -1.796
C -1.751 0.515 0.056
C -0.813 -2.426 2.160

Summary:
2S+1: 6
Energy relative to the best compared isomer or geometry (same formula, charge and spin) in eV: 4.947
⟨S²⟩: 8.893
Orbital gap (spin up / spin down) in Ha: 0.217 / 0.234
Total charge: +1
HOMO (spin up / spin down) in hartree: -0.3317 / -0.3545
Max |F| in eV/A: 3.35
LUMO level (spin up / spin down) in eV: -3.12 / -3.29